Entry 1:
The following is a quantum chemistry calculation of a gas-phase ion, C5H8N (charge +1), from the OMol25 dataset.

Cartesian coordinates (Å):
C -2.12 0.17 0.66
C -0.83 0.41 -0.02
C -1.73 -0.75 -0.41
C 0.16 1.52 -0.39
C 1.48 -0.67 0.31
N 0.54 0.45 0.53
H -1.66 -1.83 -0.16
H -2.23 -1.01 -1.44
H 0.49 1.46 -1.34
H -0.15 2.55 -0.03
H 2.42 -0.38 0.10
H 1.64 -1.19 1.15
H 1.19 -1.29 -0.45
H 0.78 0.58 1.50

* HOMO level: -13.86 eV
* charge: +1
* LUMO: -5.66 eV
* orbital gap: 8.2 eV

=====

Entry 2:
The following is a quantum chemistry calculation of a molecular structure, C36H37N5O6TeTi, from the OMol25 dataset.

Cartesian coordinates (Å):
Ti 0.47 -0.87 -0.30
O -0.87 2.49 1.39
C -1.19 1.66 0.44
O -0.35 1.06 -0.23
C -2.67 1.56 0.12
O -3.04 0.32 -0.44
C -3.15 -0.78 0.46
C -1.75 -1.11 0.91
O -1.25 -0.49 1.83
O -1.03 -1.93 0.16
H 0.11 2.50 1.47
H -2.84 2.29 -0.67
H -3.26 1.82 1.00
H -3.60 -1.59 -0.12
H -3.77 -0.52 1.32
N 1.73 -0.22 1.21
C 2.31 -1.09 1.75
C 3.05 -2.07 2.34
C 4.39 -2.25 1.90
N 5.47 -2.40 1.53
C 2.44 -2.98 3.25
N 1.96 -3.73 3.98
C 2.83 -4.90 -0.52
C 1.71 -4.64 -1.51
C 1.13 -3.26 -1.40
N 1.59 -2.32 -0.70
H 3.41 -5.77 -0.83
H 2.44 -5.09 0.48
H 3.50 -4.04 -0.45
H 0.89 -5.35 -1.40
H 2.07 -4.74 -2.54
C 1.51 7.33 -6.90
C 1.26 6.15 -5.99
C 0.00 5.89 -5.48
C -0.24 4.78 -4.67
C -1.65 4.56 -4.17
C 0.81 3.91 -4.35
Te 0.34 2.11 -3.34
N 0.09 -0.78 -2.16
C -0.29 -1.85 -2.69
O 0.04 -3.13 -2.24
C -1.10 -1.96 -3.92
C -0.74 -1.21 -5.04
C -1.45 -1.35 -6.22
C -2.54 -2.21 -6.28
C -2.93 -2.93 -5.15
C -2.20 -2.81 -3.98
C 1.80 2.26 -1.81
C 2.80 1.30 -1.67
C 3.10 0.22 -2.69
C 3.68 1.38 -0.59
C 3.59 2.38 0.36
C 4.53 2.44 1.53
C 2.60 3.35 0.19
C 1.70 3.31 -0.87
C 0.68 4.41 -0.99
C 2.10 4.17 -4.85
C 3.27 3.27 -4.58
C 2.30 5.29 -5.65
H 0.62 7.95 -6.99
H 1.79 6.98 -7.90
H 2.33 7.94 -6.53
H -0.82 6.55 -5.73
H -2.28 5.41 -4.43
H -1.67 4.44 -3.09
H -2.09 3.66 -4.60
H 0.11 -0.54 -4.98
H -1.16 -0.79 -7.10
H -3.08 -2.33 -7.21
H -3.79 -3.58 -5.19
H -2.48 -3.38 -3.10
H 2.31 0.11 -3.42
H 3.26 -0.74 -2.20
H 4.03 0.48 -3.21
H 4.47 0.64 -0.50
H 5.22 1.60 1.52
H 3.98 2.43 2.47
H 5.12 3.36 1.51
H 2.53 4.16 0.91
H 0.63 4.99 -0.07
H -0.31 4.01 -1.21
H 0.93 5.09 -1.81
H 3.06 2.26 -4.95
H 3.48 3.19 -3.52
H 4.16 3.64 -5.08
H 3.29 5.48 -6.04

* HOMO level: -7.73 eV
* LUMO: -0.62 eV
* orbital gap: 7.1 eV

=====

Entry 3:
The following is a quantum chemistry calculation of 2 unconnected molecules or ions with the total composition C6H12S, from the OMol25 dataset.

Cartesian coordinates (Å):
C -1.20 0.63 -1.36
C -1.47 -0.03 1.36
C -1.19 1.85 -0.94
C 4.43 -0.33 1.25
C 3.42 0.24 0.59
C -2.82 -1.50 -1.01
S -1.28 -0.83 -0.11
H -1.29 0.28 -2.46
H -0.85 -0.63 2.11
H -2.50 0.24 1.60
H -1.21 2.02 0.05
H -1.18 2.61 -1.65
H 4.27 -0.65 2.27
H 5.45 -0.35 0.85
H 2.52 0.38 1.22
H 3.71 0.64 -0.33
H -3.39 -0.56 -0.91
H -2.24 -1.63 -1.96
H -3.18 -2.40 -0.57

* HOMO level: -7.56 eV
* LUMO: 0.73 eV
* orbital gap: 8.3 eV

=====

Entry 4:
The following is a quantum chemistry calculation of a molecular structure, C15H22O15, from the OMol25 dataset.

Cartesian coordinates (Å):
C -0.51 -3.10 2.38
C -0.67 -3.09 3.86
O -0.89 -1.73 4.19
C -1.20 -1.04 3.15
O -1.48 0.18 3.15
O -0.98 -1.77 1.96
H -1.08 -3.98 2.10
H 0.57 -3.14 2.22
H 0.14 -3.44 4.50
H -1.49 -3.73 4.17
C 1.61 2.72 -0.70
C 0.16 2.98 -1.15
O 0.32 3.85 -2.26
C 1.52 3.78 -2.75
O 1.71 4.13 -3.91
O 2.39 3.37 -1.78
H 1.84 1.66 -0.60
H 1.94 3.24 0.19
H -0.29 3.43 -0.26
H -0.31 2.04 -1.43
C 1.89 -2.95 0.65
C 1.24 -3.58 -0.66
O 1.95 -4.82 -0.83
C 3.14 -4.61 -0.33
O 4.07 -5.40 -0.49
O 3.19 -3.45 0.37
H 1.49 -3.37 1.58
H 1.94 -1.86 0.63
H 1.24 -2.91 -1.52
H 0.21 -3.86 -0.45
C -0.08 -1.57 0.37
C -0.50 -0.35 1.13
O 0.10 0.69 0.45
C 0.41 0.31 -0.79
O 0.79 1.06 -1.70
O 0.26 -1.05 -0.87
H -0.66 -2.48 0.28
H 0.90 -1.93 0.70
H -0.17 -0.28 2.16
H -1.59 -0.34 1.25
C -2.25 5.36 -1.96
O -1.72 4.08 -2.22
C -1.92 3.03 -1.42
O -2.76 3.02 -0.57
O -1.18 2.00 -1.94
C -1.42 0.73 -1.36
H -3.32 5.19 -2.11
H -1.97 6.22 -2.57
H -2.07 5.63 -0.92
H -2.39 0.36 -1.69
H -1.37 0.73 -0.27
H -0.75 0.06 -1.90

* HOMO level: -6.51 eV
* LUMO: -0.67 eV
* orbital gap: 5.8 eV

=====

Entry 5:
The following is a quantum chemistry calculation of 2 unconnected molecules or ions with the total composition C2H9NSi, from the OMol25 dataset.

Cartesian coordinates (Å):
C 2.02 -1.10 -0.56
C -2.76 0.56 -0.30
N 2.07 0.11 0.22
Si 1.30 1.58 -0.21
H 1.35 -0.95 -1.40
H 3.01 -1.36 -0.95
H 1.66 -1.95 0.03
H -2.08 0.99 -1.02
H -2.65 -0.52 -0.30
H -3.78 0.81 -0.57
H 2.62 -0.01 1.06
H -2.55 0.95 0.68
H 1.81 2.35 0.97

* ⟨S²⟩: 2.00
* HOMO level (spin up / spin down): -5.79 / -9.50 eV
* spin multiplicity: 3
* LUMO (spin up / spin down): 0.98 / -2.17 eV
* orbital gap (spin up / spin down): 6.8 / 7.3 eV

=====

Entry 6:
The following is a quantum chemistry calculation of 7 unconnected molecules or ions with the total composition C14H42O7S7, from the OMol25 dataset.

Cartesian coordinates (Å):
C -4.69 0.11 -4.07
S -3.05 -0.09 -4.81
O -2.18 -0.26 -3.58
C -3.31 -1.76 -5.50
H -5.48 0.08 -4.83
H -4.85 1.09 -3.63
H -4.88 -0.75 -3.42
H -2.50 -1.95 -6.21
H -4.23 -1.77 -6.09
H -3.26 -2.53 -4.73
C 0.09 -0.97 2.32
S -1.11 -0.21 1.15
O -1.03 1.27 1.40
C 0.05 -0.37 -0.28
H 0.14 -2.05 2.24
H -0.28 -0.69 3.31
H 1.04 -0.47 2.14
H 0.64 0.54 -0.25
H -0.53 -0.51 -1.20
H 0.72 -1.22 -0.18
C 3.29 1.25 1.79
S 3.91 2.69 0.86
O 4.98 2.24 -0.09
C 2.45 2.93 -0.22
H 4.02 0.92 2.53
H 3.07 0.41 1.14
H 2.46 1.52 2.44
H 2.66 3.80 -0.84
H 1.55 3.04 0.40
H 2.36 2.04 -0.83
C 3.13 -1.14 -2.54
S 4.49 -0.75 -3.67
O 3.93 -0.20 -4.94
C 5.14 0.58 -2.56
H 3.57 -1.36 -1.56
H 2.61 -2.06 -2.80
H 2.35 -0.40 -2.33
H 4.23 1.06 -2.24
H 5.71 1.20 -3.25
H 5.72 0.23 -1.71
C -4.88 0.24 3.96
S -3.84 -1.01 4.75
O -2.75 -1.52 3.83
C -2.90 0.25 5.69
H -5.67 -0.18 3.33
H -4.27 0.89 3.32
H -5.40 0.89 4.66
H -3.52 1.08 6.03
H -2.21 0.64 4.93
H -2.35 -0.11 6.55
C -3.72 3.39 2.18
S -3.78 4.46 0.68
O -3.60 5.86 1.19
C -2.13 4.00 0.06
H -3.73 2.36 1.79
H -4.61 3.58 2.76
H -2.76 3.54 2.65
H -2.12 4.49 -0.91
H -2.00 2.92 -0.08
H -1.30 4.32 0.69
C 4.39 -4.07 -1.14
S 3.61 -3.82 0.49
O 2.48 -2.84 0.26
C 2.75 -5.38 0.71
H 4.91 -3.19 -1.50
H 3.57 -4.49 -1.73
H 5.16 -4.85 -1.04
H 1.79 -5.34 0.21
H 2.53 -5.38 1.78
H 3.38 -6.26 0.55

* HOMO level: -8.46 eV
* LUMO: 0.38 eV
* orbital gap: 8.8 eV

=====

Summary of energy relative to the best compared isomer or geometry (same formula, charge and spin) in kcal per mole
179.9, 35.9, 119.0, 642.4, 0.0, 32.8
(order as listed above)